A cluster of 15 separate species, C48H77B2F26N14O18S6 in total in a non-equilibrium geometry, computed with the ωB97M-V functional and the def2-TZVPD basis.

Positions of all 191 atoms, in Å:
C: -2.9897 -5.9810 4.7999
H: 2.1452 10.4909 -1.2944
F: -8.0390 -2.5769 -5.5364
F: -0.5643 1.5529 -6.3576
F: -4.0201 -5.1262 4.4900
O: 6.1730 -3.5167 2.4220
O: -2.4459 -6.4710 2.2380
N: 1.4212 8.2671 1.0759
C: -1.3193 -0.5954 3.5516
C: 0.6453 -2.0467 6.2966
C: 0.2889 4.9130 -1.0841
C: 3.6772 0.8889 2.2045
C: 1.6724 1.7186 1.8691
H: -3.7625 -3.1371 -4.9635
H: 0.9845 -6.6090 0.9979
F: 7.0240 -3.8310 -0.8992
H: 1.8474 -7.0608 -1.3137
H: -8.1555 -2.1796 2.8693
C: 3.5338 1.3823 -4.7396
C: -0.0893 -2.1443 5.1045
S: -6.2583 -0.5725 -5.1405
N: 1.9310 -3.4147 1.0317
N: -0.4678 -0.8965 4.6795
H: 3.1808 0.1166 7.6416
N: 3.1194 1.1037 3.4514
H: -1.1946 6.5605 2.0643
F: 2.4090 0.9385 -5.2979
N: -2.1106 -2.6953 -3.6540
C: 1.6776 5.9921 -2.7922
H: -6.1129 0.6942 -1.5082
C: 1.4072 -5.6268 0.8457
C: -0.0524 -0.0123 5.6848
F: -1.7232 -0.5572 -1.3441
H: 0.1965 4.0800 -4.2145
C: -4.0878 -1.3327 1.2837
C: 1.1445 -5.6332 -2.6824
F: -4.1073 1.2745 3.0011
S: 6.1539 -2.5930 1.2433
H: 4.6107 1.3877 4.9288
H: 0.9460 -2.8329 6.9733
C: 1.4765 -4.5083 1.7227
H: -3.9527 -1.5618 -1.3933
C: 2.0879 -6.0235 -1.5466
C: -2.4907 -4.7566 -0.7189
N: 0.6333 -0.7036 6.6959
C: -0.6086 3.8310 -0.9793
H: -0.6124 8.6396 0.3605
O: -1.9116 4.2124 1.8095
O: -4.8183 -0.5583 -5.0766
F: 5.4076 -3.0737 -3.6659
F: -2.9829 1.3819 1.2467
H: -6.8417 -2.7533 3.8746
H: -0.7287 -0.0867 2.7896
F: 0.5185 -1.0947 -1.0902
O: -0.6095 -6.7354 3.8162
H: -1.0946 1.7537 -3.4921
H: 2.3948 8.7940 -1.6258
H: 1.5167 6.2278 -3.8441
C: 3.7482 0.7320 4.8094
H: 3.2423 4.2311 -2.6518
H: -4.4845 1.0338 -0.8434
F: 4.0887 -4.7953 -3.9297
H: 0.9143 2.0706 1.1851
N: -5.0946 -1.3210 0.2862
H: 0.7820 0.7948 8.2146
H: -1.7036 -1.5082 3.0964
O: -6.6206 0.0002 -6.4482
H: 3.1941 9.3369 0.7981
C: -3.2408 -3.3598 -4.0444
F: 3.3035 1.7027 -3.4446
C: 0.0427 4.1600 -3.1485
H: 0.5711 -2.3202 -3.9604
H: -2.5042 2.8050 -3.1218
F: -2.5204 1.9972 -7.5002
C: 2.1459 9.3315 0.4992
H: 0.4533 -0.7555 8.8162
C: 2.2882 -3.8775 -0.2528
H: -5.6611 -1.7534 -1.5421
O: 5.4336 -4.1635 -6.6341
C: 5.8112 -3.6101 -0.3545
H: 1.6647 6.8790 -2.1586
H: 2.1266 1.2615 -0.6444
H: 2.9870 -1.4759 8.4217
S: -2.5260 3.4935 2.9043
H: -4.7757 0.5949 -2.5207
H: -0.3397 1.0272 5.7420
O: -3.3308 4.4337 3.7362
F: -4.8269 2.6899 1.5109
H: 0.7076 4.4946 2.9203
F: -6.1095 -2.9686 -6.2480
H: -1.7655 -4.2893 -0.0528
H: -1.5832 -0.7141 -3.7784
H: 1.2629 -6.2719 -3.5577
H: -2.1174 0.0578 3.9045
C: -0.2269 6.9762 1.8253
C: -4.7563 -1.5559 2.5148
N: -2.5835 -4.1356 -1.9993
H: 2.8546 7.4085 2.4685
F: 3.2411 -2.8318 -3.7285
S: 3.8507 3.0265 -5.6649
C: 0.0192 8.0206 0.9806
O: 2.5534 3.7663 -5.6066
B: -1.8416 2.0710 -6.3310
C: 1.8537 1.6378 3.2193
C: -4.9006 -1.1343 -1.0663
H: -4.4112 -1.6179 3.5363
H: -1.7988 1.7682 -1.8574
H: 1.4440 -4.6931 -3.1457
C: -1.6659 -3.1782 -2.3753
O: 3.1088 -3.4209 -6.8024
H: 0.6011 -0.9313 -4.9514
N: -6.1594 -1.6855 2.2736
O: -6.9364 0.0867 -3.9707
C: -1.5803 2.3727 -2.7377
C: -3.4642 -4.3190 -3.0431
N: 1.9613 -5.2255 -0.3282
H: 0.1321 -5.5534 -2.2864
H: 4.6243 0.4025 2.0236
H: 1.2513 -4.3273 2.7634
C: -5.0688 0.3818 -1.4927
N: -0.7392 3.4057 -2.3299
H: 2.6953 -2.0129 2.4137
H: 0.6263 5.6043 4.3429
H: -2.3721 -5.8400 -0.7401
C: -3.7102 2.1397 2.0795
H: 3.3719 5.5749 -1.5134
H: -0.7877 -2.9309 -1.7973
H: -7.2956 -1.4695 0.3874
F: -2.6132 1.4034 -5.3491
H: 4.9291 -0.9974 5.5701
H: 2.7576 -3.3733 -1.0846
H: 0.0814 -2.6490 -5.4663
F: 5.0887 -2.9367 -1.1619
H: 1.8920 10.2792 0.9741
C: 0.0111 -1.8265 -4.7546
C: -7.1617 -1.9274 3.2393
O: -1.5438 2.7594 3.7672
H: 3.0026 0.8664 5.5931
H: 4.6690 -1.0058 3.8912
H: -3.4184 -4.6247 -0.1619
C: 2.0612 -2.0871 1.5303
C: 1.8269 9.4888 -1.0071
C: 2.5434 -0.4896 8.2853
N: 2.8214 1.2949 1.2368
C: 1.0509 -0.2498 8.0578
C: 3.1093 1.2092 -0.1758
O: 4.2558 2.7029 -7.0279
H: -4.2569 -5.0525 -3.0415
H: 3.6453 0.2662 -0.2829
F: 5.1596 -4.7341 0.0317
O: 7.4692 -1.9022 1.0144
F: -1.8059 3.3504 -6.0036
N: 0.6702 5.1557 -2.3958
C: -6.7663 -2.3996 -5.2017
H: 2.6737 -0.1015 9.2955
F: -0.3729 0.5314 0.2348
N: 0.9071 6.5770 2.4941
H: 3.1467 -5.9835 -1.8022
S: -1.6997 -5.9230 3.3456
C: 1.8661 7.4057 2.0334
C: 1.0733 5.4197 3.3660
H: 3.7893 5.7519 -3.2170
H: 2.1499 5.3505 3.5217
O: 4.9629 -1.7453 1.2357
H: 2.2858 -1.4544 0.6716
H: 3.3285 -1.4873 4.9039
C: 4.1588 -0.7850 4.8287
H: 1.1787 1.8889 4.0241
C: 4.2502 -3.4761 -4.2256
H: -1.1682 3.3019 -0.2222
C: -1.4470 -1.5899 -4.4129
H: -0.3288 -3.0048 4.4973
H: -3.0459 -1.1835 1.0420
H: 1.0995 -1.7308 1.8996
H: -7.3132 -1.0370 3.8495
F: -3.4003 -7.2050 5.0444
H: 0.7533 9.6015 -1.1579
F: -0.9572 -1.6315 0.4537
O: -1.2410 -4.5664 3.1652
H: 0.7137 5.5598 -0.3307
C: 3.0767 5.3012 -2.5263
S: 4.4319 -3.2191 -6.2195
B: -0.5980 -0.6832 -0.4711
H: 3.7473 1.9990 -0.5726
C: -6.3456 -1.5199 0.8985
F: 4.5924 0.5188 -4.8563
O: 4.8412 -1.8291 -6.4962
F: -6.4479 -3.0557 -4.1070
H: -2.0499 -1.2885 -5.2695
F: -2.4821 -5.6035 5.9909
O: 4.8656 3.7490 -4.8628

Properties
E   -245767.117 eV
Highest occupied orbital energy   -5.1 eV
Net charge   -1
HOMO-LUMO gap   4.408 eV
LUMO level   -0.0237 Eh

Löwdin population analysis, charges in e, atoms 1 to 5: -0.6182, 0.0841, 0.1252, 0.1319, 0.0651